{"formula": "C17H31NO12P2", "method": "wB97M-V/def2-TZVPD", "lumo_energy_ev": -1.35, "smiles": "O=C=NC1=CC(=O)OC1=O.CCOP(=O)(OCC)OCC.CCOP(=O)(OCC)OCC", "homo_lumo_gap_ev": 8.95, "species": ["O", "C", "N", "C", "C", "C", "O", "O", "C", "O", "H", "C", "C", "O", "P", "O", "O", "C", "C", "O", "C", "C", "H", "H", "H", "H", "H", "H", "H", "H", "H", "H", "H", "H", "H", "H", "H", "C", "C", "O", "P", "O", "O", "C", "C", "O", "C", "C", "H", "H", "H", "H", "H", "H", "H", "H", "H", "H", "H", "H", "H", "H", "H"], "coordinates": [[-3.43, 6.18, -2.25], [-3.00, 5.47, -3.04], [-2.50, 4.68, -3.83], [-2.12, 3.49, -3.17], [-2.72, 2.31, -3.08], [-1.83, 1.49, -2.22], [-1.91, 0.34, -1.93], [-0.79, 2.28, -1.72], [-0.83, 3.48, -2.37], [-0.08, 4.40, -2.34], [-3.65, 2.04, -3.54], [2.52, 1.46, -3.23], [3.93, 1.11, -3.66], [4.65, 0.41, -2.65], [4.46, -1.21, -2.46], [4.31, -1.74, -3.83], [5.97, -1.66, -2.06], [6.71, -2.57, -2.88], [7.57, -1.82, -3.88], [4.11, -1.18, -0.88], [3.16, -0.30, -0.28], [1.74, -0.80, -0.42], [1.96, 0.56, -2.99], [2.00, 1.98, -4.03], [2.52, 2.10, -2.35], [3.92, 0.56, -4.60], [4.49, 2.03, -3.85], [6.05, -3.28, -3.37], [7.36, -3.14, -2.21], [6.97, -1.12, -4.47], [8.06, -2.51, -4.57], [8.33, -1.23, -3.37], [3.28, 0.72, -0.64], [3.42, -0.27, 0.78], [1.48, -0.97, -1.47], [1.04, -0.08, -0.01], [1.61, -1.75, 0.10], [-5.53, 0.27, 2.07], [-5.34, 0.03, 3.56], [-4.42, -1.02, 3.83], [-2.80, -0.75, 3.82], [-2.64, 0.61, 4.39], [-2.31, -1.71, 5.04], [-1.67, -1.17, 6.20], [-2.68, -0.88, 7.29], [-2.41, -1.93, 2.80], [-3.07, -2.19, 1.56], [-2.58, -1.27, 0.45], [-4.58, 0.54, 1.60], [-6.24, 1.09, 1.91], [-5.92, -0.61, 1.57], [-5.05, 0.95, 4.06], [-6.29, -0.28, 3.99], [-1.09, -0.28, 5.95], [-0.97, -1.93, 6.54], [-3.49, -0.25, 6.92], [-2.21, -0.39, 8.13], [-3.14, -1.81, 7.64], [-4.15, -2.15, 1.67], [-2.83, -3.22, 1.30], [-2.68, -0.22, 0.73], [-3.14, -1.45, -0.46], [-1.53, -1.45, 0.24]], "mulliken_charge": [-0.33, 0.65, -0.54, 0.59, -0.72, 0.59, -0.48, -0.25, 0.50, -0.51, 0.49, -0.71, -0.60, -0.39, 1.11, -0.81, -0.35, -0.30, -1.01, -0.35, -0.35, -0.92, 0.08, 0.48, 0.28, 0.32, 0.35, 0.33, 0.34, 0.27, 0.36, 0.27, 0.27, 0.38, 0.24, 0.32, 0.37, -0.85, -0.34, -0.39, 1.10, -0.81, -0.35, -0.29, -1.02, -0.35, -0.47, -0.67, 0.10, 0.42, 0.27, 0.31, 0.34, 0.33, 0.34, 0.27, 0.36, 0.27, 0.32, 0.37, 0.14, 0.40, 0.22]}

{"formula": "C4H12", "method": "wB97M-V/def2-TZVPD", "lumo_energy_ev": [-3.29, -11.64], "charge": 1, "s_squared": 0.753, "de_lowest_ev": 1.276, "spin_multiplicity": 2, "homo_lumo_gap_ev": [12.65, 3.67], "species": ["C", "C", "H", "H", "H", "H", "H", "H", "C", "C", "H", "H", "H", "H", "H", "H"], "coordinates": [[0.72, -0.09, 1.25], [2.27, -0.10, 1.30], [0.25, 0.73, 0.74], [0.46, -0.99, 0.72], [0.43, -0.35, 2.33], [2.54, 0.38, 0.25], [2.71, -1.18, 1.07], [2.80, 0.40, 2.15], [-2.08, 0.31, -0.80], [-0.94, -0.06, -1.69], [-1.96, -0.19, 0.29], [-2.15, 1.43, -0.67], [-2.99, -0.02, -1.32], [-1.11, 0.20, -2.79], [0.04, 0.38, -1.45], [-0.84, -1.12, -1.63]], "mulliken_spin": [0.16, 0.28, 0.03, 0.00, 0.13, 0.21, 0.03, -0.01, 0.03, 0.02, 0.05, 0.00, 0.01, 0.04, 0.02, 0.01]}

{"formula": "C5H16N2O", "method": "wB97M-V/def2-TZVPD", "lumo_energy_ev": 1.00, "de_lowest_ev": 0.973, "smiles": "CC[C@@H](N)CNC.O", "homo_lumo_gap_ev": 9.53, "species": ["C", "C", "C", "N", "C", "N", "C", "H", "H", "H", "H", "H", "H", "H", "H", "H", "H", "H", "H", "H", "H", "O", "H", "H"], "coordinates": [[0.51, -1.55, 0.81], [1.10, -0.34, 0.05], [0.79, 1.01, 0.73], [1.88, 1.34, 1.66], [0.59, 2.12, -0.30], [-0.68, 1.95, -1.01], [-1.79, 2.70, -0.48], [0.97, -2.43, 0.35], [0.74, -1.44, 1.86], [-0.56, -1.68, 0.68], [2.16, -0.51, 0.01], [0.65, -0.33, -0.96], [-0.10, 0.86, 1.33], [1.91, 2.32, 1.91], [2.75, 0.87, 1.46], [0.58, 3.08, 0.26], [1.41, 2.12, -1.03], [-0.52, 2.14, -1.98], [-2.37, 2.09, 0.20], [-1.54, 3.65, -0.01], [-2.51, 3.01, -1.24], [-2.01, -6.06, -1.13], [-2.03, -6.04, -2.11], [-1.96, -7.02, -0.97]], "mulliken_charge": [-1.33, -0.52, 0.52, -0.56, -1.01, -0.24, -0.96, 0.39, 0.34, 0.33, 0.39, 0.26, 0.16, 0.21, 0.19, 0.34, 0.31, 0.25, 0.25, 0.32, 0.36, -0.64, 0.32, 0.32]}

{"formula": "C40H70N10", "method": "wB97M-V/def2-TZVPD", "lumo_energy_ev": -0.15, "de_lowest_ev": 5.255, "smiles": "CCCC#N.CCCC#N.CCCC#N.CCCC#N.CCCC#N.CCCC#N.CCCC#N.CCCC#N.CCCC#N.CCCC#N", "homo_lumo_gap_ev": 10.95, "species": ["C", "C", "C", "C", "N", "H", "H", "H", "H", "H", "H", "H", "C", "C", "C", "C", "N", "H", "H", "H", "H", "H", "H", "H", "C", "C", "C", "C", "N", "H", "H", "H", "H", "H", "H", "H", "C", "C", "C", "C", "N", "H", "H", "H", "H", "H", "H", "H", "C", "C", "C", "C", "N", "H", "H", "H", "H", "H", "H", "H", "C", "C", "C", "C", "N", "H", "H", "H", "H", "H", "H", "H", "C", "C", "C", "C", "N", "H", "H", "H", "H", "H", "H", "H", "C", "C", "C", "C", "N", "H", "H", "H", "H", "H", "H", "H", "C", "C", "C", "C", "N", "H", "H", "H", "H", "H", "H", "H", "C", "C", "C", "C", "N", "H", "H", "H", "H", "H", "H", "H"], "coordinates": [[0.05, 1.34, 1.54], [0.71, 0.01, 1.21], [-0.20, -0.99, 0.44], [-0.74, -0.48, -0.77], [-1.22, -0.15, -1.78], [-0.94, 1.07, 1.90], [0.05, 1.89, 0.60], [0.59, 1.81, 2.37], [0.95, -0.42, 2.18], [1.66, 0.25, 0.73], [-1.00, -1.41, 1.06], [0.43, -1.86, 0.31], [-5.99, 0.93, -3.45], [-6.48, 0.17, -2.21], [-7.80, -0.52, -2.62], [-7.89, -1.24, -3.81], [-7.96, -1.84, -4.79], [-6.03, 0.29, -4.33], [-4.99, 1.36, -3.39], [-6.68, 1.75, -3.64], [-6.65, 0.82, -1.35], [-5.75, -0.59, -1.93], [-8.52, 0.26, -2.37], [-8.11, -1.26, -1.89], [2.95, 1.55, -1.83], [3.11, 0.04, -1.81], [4.48, -0.48, -2.38], [5.67, 0.15, -1.75], [6.57, 0.70, -1.27], [3.68, 2.00, -1.15], [1.97, 1.84, -1.46], [3.04, 2.02, -2.81], [2.34, -0.54, -2.32], [3.16, -0.33, -0.78], [4.47, -0.32, -3.45], [4.53, -1.55, -2.21], [-4.63, 0.12, 5.24], [-4.89, 0.80, 3.82], [-6.26, 1.46, 3.70], [-7.40, 0.55, 4.13], [-8.23, -0.13, 4.51], [-5.34, -0.69, 5.41], [-4.82, 0.81, 6.06], [-3.67, -0.38, 5.34], [-4.81, 0.02, 3.05], [-4.07, 1.49, 3.62], [-6.42, 1.84, 2.70], [-6.28, 2.27, 4.43], [-1.40, -5.96, -2.34], [-0.81, -4.98, -3.36], [-0.12, -3.71, -2.77], [0.78, -2.86, -3.67], [1.45, -2.19, -4.31], [-1.16, -7.00, -2.55], [-2.43, -5.80, -2.02], [-0.94, -5.78, -1.37], [-1.70, -4.78, -3.96], [-0.04, -5.51, -3.91], [0.40, -3.94, -1.84], [-0.86, -3.02, -2.37], [-5.52, -2.99, 0.45], [-4.15, -2.75, 0.97], [-3.40, -4.10, 1.23], [-1.98, -3.99, 1.65], [-0.83, -3.91, 1.76], [-5.42, -3.32, -0.58], [-6.15, -2.10, 0.39], [-6.07, -3.76, 0.99], [-4.25, -1.99, 1.74], [-3.66, -2.14, 0.21], [-3.29, -4.65, 0.29], [-3.95, -4.51, 2.07], [6.69, 4.99, 2.87], [6.04, 3.65, 2.96], [6.84, 2.50, 3.57], [8.17, 2.31, 3.12], [9.29, 2.03, 2.75], [6.09, 5.78, 2.41], [7.63, 4.95, 2.32], [6.97, 5.25, 3.89], [5.91, 3.43, 1.90], [5.04, 3.78, 3.38], [6.27, 1.58, 3.51], [6.81, 2.81, 4.62], [0.36, 7.56, 2.84], [1.88, 7.55, 2.79], [2.53, 6.25, 2.39], [2.16, 5.95, 1.08], [1.80, 5.71, 0.00], [-0.02, 7.54, 1.82], [0.01, 8.51, 3.24], [-0.17, 6.74, 3.31], [2.16, 7.72, 3.83], [2.19, 8.43, 2.23], [2.16, 5.46, 3.04], [3.61, 6.30, 2.56], [-0.19, 3.37, -5.77], [0.80, 2.27, -5.46], [0.26, 1.08, -4.64], [-0.99, 0.51, -5.27], [-1.87, 0.09, -5.80], [0.31, 4.24, -6.20], [-0.92, 3.65, -5.02], [-0.75, 3.13, -6.67], [1.62, 2.73, -4.91], [1.18, 1.92, -6.42], [0.17, 1.26, -3.57], [1.05, 0.33, -4.74], [3.44, -5.40, 1.43], [4.49, -6.31, 2.18], [5.88, -5.95, 1.86], [6.44, -5.97, 0.42], [6.98, -6.08, -0.63], [3.31, -5.66, 0.38], [3.63, -4.34, 1.56], [2.44, -5.65, 1.76], [4.20, -7.34, 1.94], [4.36, -6.20, 3.25], [6.66, -6.30, 2.54], [5.93, -4.86, 1.86]], "mulliken_charge": [-1.13, -0.56, 0.47, 0.09, -0.48, 0.17, 0.32, 0.39, 0.52, -0.17, 0.12, 0.21, -1.32, 0.04, -0.59, 0.38, -0.44, 0.39, 0.36, 0.32, 0.26, 0.02, 0.33, 0.25, -1.27, 0.37, -0.61, 0.15, -0.44, 0.45, 0.25, 0.28, -0.14, 0.19, 0.35, 0.40, -1.29, 0.19, -0.37, 0.17, -0.41, 0.37, 0.36, 0.35, -0.25, 0.30, 0.31, 0.30, -1.07, -0.37, -0.09, 0.09, -0.46, 0.33, 0.28, 0.26, 0.34, 0.36, 0.28, 0.03, -1.50, 0.43, -0.13, 0.16, -0.52, 0.37, 0.32, 0.43, -0.09, 0.08, 0.15, 0.36, -1.26, -0.30, -0.33, 0.21, -0.45, 0.32, 0.39, 0.30, 0.23, 0.31, 0.31, 0.27, -1.26, -0.53, 0.20, 0.30, -0.49, 0.36, 0.34, 0.33, 0.30, 0.32, 0.22, -0.07, -1.33, -0.59, 0.54, 0.12, -0.49, 0.39, 0.32, 0.36, 0.29, 0.32, 0.10, 0.00, -1.21, -0.27, -0.45, 0.16, -0.45, 0.36, 0.35, 0.35, 0.28, 0.31, 0.37, 0.21]}

| no. | maximum force (eV/Å) |
| --- | --- |
| 1 | 6.174 |
| 2 | 2.374 |
| 3 | 1.623 |
| 4 | 7.605 |